Entry 1:
The following is a DFT calculation (the ωB97M-V functional and the def2-TZVPD basis) of a 2-piece molecular cluster, CH5O4P2 overall at a distorted geometry.

Structure (XYZ):
```
12
Properties=species:S:1:pos:R:3:lowdin_charge:R:1
C -0.9300 0.2240 -1.4080 -0.290
O 2.4048 0.7861 -1.4269 -0.478
O -0.3151 1.5244 0.8785 -0.499
O 0.1620 -2.5411 1.5743 -0.486
O 0.1461 -0.4541 2.9821 -0.339
P -0.4666 -1.2276 1.6385 0.507
P 0.1213 0.3304 0.1353 0.654
H -0.6763 1.0243 -2.1143 0.032
H -0.7714 -0.8548 -1.8456 0.073
H -1.9232 0.5503 -1.2789 -0.004
H 1.9729 0.1366 -1.9469 -0.191
H 0.2755 0.5015 2.8120 0.020
```

Properties
- LUMO energy (alpha / beta): 2.60 / 2.60 eV
- Strongest force on any atom: 3.0 eV Å⁻¹
- ΔE to the lowest compared entry with this formula, charge and spin: 328.7 kJ/mol
- Total charge: -1
- Gap between HOMO and LUMO (alpha / beta): 6.67 / 6.65 eV

---

Entry 2:
The following is a DFT calculation (the ωB97M-V functional and the def2-TZVPD basis) of a 2-piece molecular cluster, CH5OPS overall at a distorted geometry.

Structure (XYZ):
```
9
Properties=species:S:1:pos:R:3:lowdin_charge:R:1
C -0.8984 -0.8217 0.7972 -0.477
O 0.8556 0.9314 -2.3523 -0.574
P 2.0091 0.2823 -1.7374 0.667
S -0.4610 0.8561 1.3698 0.600
H 0.0105 -1.3642 0.5539 0.005
H -1.5474 -0.7662 -0.0655 0.028
H -1.4178 -1.3133 1.6160 0.019
H -0.5284 1.4311 0.1664 -0.177
H 1.9777 0.7645 -0.3482 -0.091
```

Properties
- Spin multiplicity: 3
- LUMO energy (alpha / beta): 0.89 / -2.79 eV
- Strongest force on any atom: 3.4 eV Å⁻¹
- ⟨S²⟩: 2.010
- ΔE to the lowest compared entry with this formula, charge and spin: 72.8 kJ/mol
- Gap between HOMO and LUMO (alpha / beta): 8.73 / 6.47 eV

---

Entry 3:
The following is a DFT calculation (the ωB97M-V functional and the def2-TZVPD basis) of a 2-piece molecular cluster, CH5PS overall at a distorted geometry.

Structure (XYZ):
```
8
Properties=species:S:1:pos:R:3:lowdin_charge:R:1
C 1.8961 0.2096 0.1594 -0.001
P -1.5559 -0.6794 0.0617 0.251
S -0.9192 1.1739 0.4276 0.107
H 1.2576 -0.6277 -0.2395 -0.041
H 1.7117 0.3804 1.2345 -0.025
H 2.2238 0.9673 -0.5173 -0.023
H -2.9846 -0.7601 0.2418 -0.130
H -1.6296 -0.6641 -1.3682 -0.138
```

Properties
- LUMO energy (alpha / beta): -2.06 / 0.01 eV
- Strongest force on any atom: 2.7 eV Å⁻¹
- ΔE to the lowest compared entry with this formula, charge and spin: 303.4 kJ/mol
- Gap between HOMO and LUMO (alpha / beta): 6.39 / 8.98 eV

---

Entry 4:
The following is a DFT calculation (the ωB97M-V functional and the def2-TZVPD basis) of a 2-piece molecular cluster, CH5S2 overall at a distorted geometry.

Structure (XYZ):
```
8
Properties=species:S:1:pos:R:3:lowdin_charge:R:1
S 0.7743 3.0803 1.5011 -0.487
H 1.4231 1.8389 1.6668 -0.467
C -0.5513 -0.7481 -0.1222 -0.467
S 0.4826 -1.7613 -1.3703 0.506
H -1.1116 -0.0297 -0.6598 -0.014
H 0.0664 -0.2639 0.7681 0.051
H -1.2522 -1.3090 0.5563 0.021
H 0.1686 -0.8073 -2.3400 -0.145
```

Properties
- LUMO energy: 3.06 eV
- Strongest force on any atom: 3.7 eV Å⁻¹
- ΔE to the lowest compared entry with this formula, charge and spin: 88.2 kJ/mol
- Total charge: -1
- Gap between HOMO and LUMO: 5.55 eV

---

Entry 5:
The following is a DFT calculation (the ωB97M-V functional and the def2-TZVPD basis) of a 2-piece molecular cluster, CH5S3 overall at a distorted geometry.

Structure (XYZ):
```
9
Properties=species:S:1:pos:R:3:lowdin_charge:R:1
S 2.5448 0.1552 0.9643 0.408
H 2.2872 -0.9891 0.3117 -0.236
C -1.3159 -0.5419 -0.2779 -0.486
S -1.2956 1.0294 0.5850 0.403
S 0.1756 2.0618 -0.4018 0.188
H -1.9079 -0.5679 -1.1977 0.042
H -0.3105 -0.8312 -0.5707 0.015
H -1.7913 -1.2827 0.3658 0.035
H 1.6135 0.9664 0.2212 -0.369
```

Properties
- Spin multiplicity: 2
- LUMO energy (alpha / beta): 0.42 / -2.37 eV
- Strongest force on any atom: 2.1 eV Å⁻¹
- ⟨S²⟩: 0.755
- ΔE to the lowest compared entry with this formula, charge and spin: 28.3 kJ/mol
- Gap between HOMO and LUMO (alpha / beta): 9.38 / 7.01 eV

---

Entry 6:
The following is a DFT calculation (the ωB97M-V functional and the def2-TZVPD basis) of a 2-piece molecular cluster, CH5S3 overall at a distorted geometry.

Structure (XYZ):
```
9
Properties=species:S:1:pos:R:3:lowdin_charge:R:1
S -3.0192 -3.8354 1.4471 0.433
H -2.1224 -2.8760 1.1785 -0.238
C 2.0396 1.6179 -0.4376 -0.516
S 0.4744 2.3962 -0.5175 0.346
S -0.7386 1.3772 -1.7485 0.079
H 2.4794 0.7279 -0.7603 0.034
H 2.7121 2.4391 -0.5355 0.015
H 2.1420 1.2331 0.5931 0.042
H -3.9674 -3.0799 0.7805 -0.195
```

Properties
- Spin multiplicity: 2
- LUMO energy (alpha / beta): 0.65 / -1.64 eV
- Strongest force on any atom: 3.0 eV Å⁻¹
- ⟨S²⟩: 0.755
- ΔE to the lowest compared entry with this formula, charge and spin: 69.6 kJ/mol
- Gap between HOMO and LUMO (alpha / beta): 9.30 / 7.51 eV

---

Entry 7:
The following is a DFT calculation (the ωB97M-V functional and the def2-TZVPD basis) of CH6ClIN2OP as an isolated structure at a distorted geometry.

Structure (XYZ):
```
13
Properties=species:S:1:pos:R:3:lowdin_charge:R:1
C 1.3185 -0.9417 -0.0337 -1.255
N -0.1306 0.7116 1.6955 -0.078
N -2.2203 -0.0346 -1.5374 0.129
O 0.5268 1.6841 -0.4685 -0.203
P -0.0840 0.3287 0.1422 0.756
Cl 2.9689 -0.3056 0.2289 0.553
I 0.8213 -2.3557 1.5464 0.846
H 1.1470 -1.5468 -1.0042 0.045
H -0.5558 0.3095 2.5052 0.074
H 0.0112 1.6942 1.6161 0.072
H -2.5600 -0.7395 -0.8747 -0.018
H -1.8532 -0.4104 -2.3773 -0.028
H 0.6100 1.6062 -1.4384 0.107
```

Properties
- LUMO energy: -7.09 eV
- Strongest force on any atom: 4.2 eV Å⁻¹
- ΔE to the lowest compared entry with this formula, charge and spin: 437.4 kJ/mol
- Total charge: +1
- Gap between HOMO and LUMO: 6.79 eV

---

Entry 8:
The following is a DFT calculation (the ωB97M-V functional and the def2-TZVPD basis) of one molecule with the formula CH6ClP3 at a distorted geometry.

Structure (XYZ):
```
11
Properties=species:S:1:pos:R:3:lowdin_charge:R:1
P 1.2111 0.6846 1.2632 0.661
C 0.3132 -0.2440 0.0349 -1.198
P 0.4404 -2.0377 0.3021 0.672
P -1.3545 0.4220 -0.3605 0.493
Cl -3.6552 1.0610 -0.1378 -0.193
H 0.6728 1.9573 0.9456 -0.121
H 2.2603 0.9742 0.3823 -0.094
H 1.0256 -2.2954 -0.9823 -0.100
H 1.7680 -1.9199 0.9668 -0.097
H -0.9775 1.7950 -0.8275 -0.015
H -1.7043 -0.3971 -1.5869 -0.008
```

Properties
- LUMO energy (alpha / beta): -1.62 / -1.62 eV
- Strongest force on any atom: 3.4 eV Å⁻¹
- ΔE to the lowest compared entry with this formula, charge and spin: 96.3 kJ/mol
- Gap between HOMO and LUMO (alpha / beta): 6.90 / 6.90 eV

---

Entry 9:
The following is a DFT calculation (the ωB97M-V functional and the def2-TZVPD basis) of a 2-piece molecular cluster, CH6FN4O overall at a distorted geometry.

Structure (XYZ):
```
13
Properties=species:S:1:pos:R:3:lowdin_charge:R:1
C -0.3604 0.1590 -0.4933 -0.232
N 2.6205 0.7977 0.2547 0.159
N -1.0848 -0.7192 0.0669 -0.014
N 1.8713 -0.2838 0.3309 0.002
N -2.5109 -0.6449 0.1210 0.100
O -0.6849 1.3048 -0.8694 0.130
F 2.2420 -1.0421 -0.6672 0.013
H 2.5698 1.3836 1.0943 0.163
H 3.2620 0.6321 -0.4803 0.126
H -0.6564 -1.5078 0.5259 0.155
H -2.7176 0.0528 0.7975 0.091
H -2.8286 -1.5673 0.3348 0.100
H -1.7219 1.4351 -1.0158 0.207
```

Properties
- LUMO energy (alpha / beta): -4.76 / -5.61 eV
- Strongest force on any atom: 4.5 eV Å⁻¹
- ΔE to the lowest compared entry with this formula, charge and spin: 329.6 kJ/mol
- Total charge: +1
- Gap between HOMO and LUMO (alpha / beta): 8.99 / 7.29 eV

---

Entry 10:
The following is a DFT calculation (the ωB97M-V functional and the def2-TZVPD basis) of a 2-piece molecular cluster, CH6IN4 overall at a distorted geometry.

Structure (XYZ):
```
12
Properties=species:S:1:pos:R:3:lowdin_charge:R:1
C -1.0131 0.6334 1.1003 -0.649
N 0.4806 -0.8623 0.3425 0.079
N -0.9262 0.9161 2.3368 0.075
N 1.0196 -0.3593 -1.9207 0.051
N 0.1962 -1.0797 -0.9244 -0.253
I -2.5400 1.2981 -0.1585 0.912
H -0.1916 0.3577 2.9161 0.197
H -1.4557 1.6029 2.7504 0.080
H 0.4682 -0.0660 -2.7842 0.119
H 1.5566 0.3939 -1.4293 0.107
H 0.5941 -1.9598 -1.0820 0.145
H -0.7261 -1.2220 -1.2906 0.138
```

Properties
- LUMO energy (alpha / beta): -4.86 / -4.86 eV
- Strongest force on any atom: 5.0 eV Å⁻¹
- ΔE to the lowest compared entry with this formula, charge and spin: 521.7 kJ/mol
- Total charge: +1
- Gap between HOMO and LUMO (alpha / beta): 8.57 / 8.58 eV